{"formula": "C41H116F10N14O32S10", "method": "ωB97M-V with the def2-TZVPD basis set", "total_charge": 4, "e_tot_ha": -9784.6075, "elements": ["C", "C", "C", "O", "C", "N", "H", "H", "H", "H", "H", "H", "H", "H", "H", "H", "H", "H", "C", "C", "C", "O", "C", "N", "H", "H", "H", "H", "H", "H", "H", "H", "H", "H", "H", "H", "C", "C", "C", "O", "C", "N", "H", "H", "H", "H", "H", "H", "H", "H", "H", "H", "H", "H", "C", "C", "C", "O", "C", "N", "H", "H", "H", "H", "H", "H", "H", "H", "H", "H", "H", "H", "C", "C", "C", "O", "C", "N", "H", "H", "H", "H", "H", "H", "H", "H", "H", "H", "H", "H", "C", "C", "O", "N", "H", "H", "C", "H", "H", "H", "H", "H", "H", "C", "O", "C", "C", "N", "H", "H", "C", "C", "O", "C", "H", "H", "H", "H", "H", "H", "H", "H", "H", "H", "H", "H", "H", "H", "C", "O", "C", "C", "N", "H", "H", "C", "C", "O", "C", "H", "H", "H", "H", "H", "H", "H", "H", "H", "H", "H", "H", "H", "H", "C", "O", "C", "C", "N", "H", "H", "C", "C", "O", "C", "H", "H", "H", "H", "H", "H", "H", "H", "H", "H", "H", "H", "H", "H", "N", "S", "O", "O", "F", "S", "O", "O", "F", "N", "S", "O", "O", "F", "S", "O", "O", "F", "N", "S", "O", "O", "F", "S", "O", "O", "F", "N", "S", "O", "O", "F", "S", "O", "O", "F", "N", "S", "O", "O", "F", "S", "O", "O", "F"], "xyz": [[1.965262, 3.997242, -7.962009], [2.280408, 3.484109, -6.531398], [2.241999, 1.969735, -6.495355], [2.247896, 1.416735, -5.160971], [1.646499, 0.156659, -5.049462], [3.597111, 4.080281, -6.055515], [3.541158, 5.059151, -6.297950], [3.787950, 4.041137, -5.064477], [4.410427, 3.681178, -6.501997], [1.077951, 3.470372, -8.312983], [2.799691, 3.874748, -8.652531], [1.667484, 5.042827, -8.040705], [1.555243, 3.962161, -5.872833], [2.963834, 1.451019, -7.126225], [1.226511, 1.763663, -6.833632], [2.238445, -0.581384, -5.590736], [0.659610, 0.102841, -5.509094], [1.592547, -0.181567, -4.014671], [5.771615, 1.123131, -1.914770], [6.024804, 0.892811, -3.427375], [5.905996, -0.679287, -3.805399], [4.539534, -0.984390, -3.549934], [4.322094, -2.408071, -3.699736], [5.007432, 1.762453, -4.144588], [4.794599, 2.649704, -3.711466], [5.300612, 1.979304, -5.086460], [4.089298, 1.347852, -4.217000], [4.718290, 0.987384, -1.669427], [6.136103, 2.099924, -1.596758], [6.282232, 0.383251, -1.298381], [6.978860, 1.345305, -3.697798], [6.603001, -1.299574, -3.241900], [6.121717, -0.586327, -4.869789], [4.121370, -2.725224, -4.723077], [3.399931, -2.463326, -3.121246], [5.071021, -3.028533, -3.207560], [-5.363593, 1.916906, 4.887501], [-6.707584, 1.959336, 4.075957], [-6.838055, 0.896778, 2.926870], [-6.774104, -0.327300, 3.678183], [-7.087902, -1.427011, 2.917919], [-7.789603, 1.775205, 5.118749], [-8.742882, 1.893406, 4.806650], [-7.782194, 0.789231, 5.337587], [-7.788128, 2.343647, 5.953595], [-5.215056, 0.941466, 5.350702], [-5.367543, 2.734264, 5.608614], [-4.509079, 2.160012, 4.255992], [-6.894687, 2.940803, 3.640281], [-5.950303, 0.861286, 2.295407], [-7.742943, 1.047433, 2.338169], [-7.209079, -2.208961, 3.667567], [-6.327690, -1.643451, 2.167357], [-8.011625, -1.379527, 2.341213], [-5.446721, 4.069847, 0.406399], [-6.788000, 3.881601, -0.317676], [-7.120982, 2.531559, -0.948319], [-6.877224, 1.466738, -0.009007], [-6.761688, 0.243152, -0.628713], [-7.799051, 4.300891, 0.669825], [-7.519853, 5.127551, 1.178516], [-8.598810, 4.569791, 0.114688], [-8.208015, 3.620544, 1.294294], [-4.608024, 4.170165, -0.282544], [-5.242414, 3.325799, 1.176303], [-5.502409, 4.984257, 0.997028], [-6.823813, 4.635693, -1.103915], [-6.552388, 2.468941, -1.876153], [-8.131847, 2.426243, -1.342219], [-5.900249, 0.093073, -1.279470], [-7.672426, 0.009003, -1.179924], [-6.579973, -0.481752, 0.164756], [0.798265, 2.344504, 6.003830], [0.861762, 2.769660, 4.530236], [-0.202737, 3.850161, 4.073712], [-0.009435, 4.147941, 2.632943], [-0.996879, 5.027307, 2.097593], [2.307732, 3.318730, 4.277338], [3.071797, 2.775485, 3.901577], [2.213551, 4.185676, 3.767808], [2.658204, 3.664036, 5.159402], [1.109647, 3.087229, 6.738340], [1.521833, 1.534290, 6.093843], [-0.147452, 1.885685, 6.292296], [0.760240, 1.948110, 3.821118], [0.055477, 4.733547, 4.657718], [-1.263121, 3.636639, 4.208199], [-1.971534, 4.540568, 2.062386], [-0.871929, 5.511593, 1.129117], [-1.122200, 5.861266, 2.788177], [-2.902048, -3.285412, 2.099881], [-3.938849, -3.340176, 3.232849], [-5.130377, -3.677549, 3.087892], [-3.410653, -2.987509, 4.626951], [-3.497982, -3.759225, 5.272654], [-2.421658, -2.822166, 4.505923], [-3.994418, -1.653885, 5.146732], [-2.349560, -2.354590, 2.227978], [-3.471962, -3.105921, 1.188249], [-2.240042, -4.147948, 2.023178], [-3.625553, -1.466453, 6.155150], [-5.061298, -1.857134, 5.239222], [-3.890550, -0.807983, 4.467216], [6.182076, -2.785452, 0.766922], [5.899479, -3.011695, 2.149091], [4.906789, -4.060231, 2.398554], [4.800477, -4.794401, 3.787074], [5.060057, -3.761571, 4.933797], [5.854622, -3.154756, 4.790408], [4.418738, -2.985927, 4.849039], [4.642124, -4.325411, 6.338598], [4.677966, -3.184034, 7.457730], [3.798222, -2.150685, 6.922342], [3.629926, -1.021235, 7.777282], [5.322327, -2.429097, 0.199527], [6.567200, -3.727415, 0.376404], [6.914970, -1.981112, 0.830184], [5.187981, -4.821198, 1.670578], [3.914066, -3.675087, 2.165591], [5.587439, -5.524027, 3.977910], [3.820950, -5.272068, 3.808560], [5.188021, -5.237126, 6.581244], [3.603815, -4.645384, 6.251170], [5.740311, -2.941965, 7.427071], [4.493848, -3.674765, 8.413437], [4.589157, -0.545013, 7.980248], [3.223608, -1.289035, 8.752626], [2.933396, -0.313757, 7.327353], [-1.244248, -3.285161, -1.714327], [-1.118428, -1.852799, -1.849692], [-2.274278, -1.038386, -1.945804], [-3.095429, -1.356398, -3.166978], [-2.185298, -1.728677, -4.268669], [-1.803648, -0.903277, -4.708170], [-1.471704, -2.405424, -4.038682], [-2.921964, -2.277868, -5.556461], [-2.045437, -2.130565, -6.814906], [-1.770695, -0.778572, -6.964935], [-0.778423, -0.589125, -7.985954], [-0.279926, -3.592699, -2.118802], [-2.099024, -3.773149, -2.182652], [-1.372139, -3.575351, -0.671475], [-2.073208, 0.030771, -2.013482], [-2.968801, -1.132151, -1.110963], [-3.584660, -0.442319, -3.503437], [-3.870246, -2.095744, -2.964158], [-3.847898, -1.741452, -5.763850], [-3.243695, -3.293730, -5.327058], [-2.623901, -2.609903, -7.604668], [-1.118313, -2.681917, -6.658232], [-0.412449, 0.428710, -8.120728], [-1.201149, -0.872488, -8.949856], [0.122664, -1.189546, -7.860912], [2.292429, -3.977935, -0.503285], [1.734424, -2.643648, -0.464721], [2.723057, -1.625967, -0.298560], [1.944295, -0.345127, -0.532777], [0.830168, -0.107034, 0.445946], [0.042204, -0.703562, 0.237664], [1.046548, -0.399593, 1.388108], [0.234728, 1.255398, 0.419905], [-1.035158, 1.274934, 1.314528], [-1.943448, 0.177703, 1.079353], [-3.335936, 0.472648, 1.268332], [1.645396, -4.781607, -0.151776], [3.143990, -4.093613, 0.167224], [2.782216, -4.230821, -1.443625], [3.484324, -1.683616, -1.076533], [3.110746, -1.813433, 0.702764], [1.359028, -0.389457, -1.451250], [2.556654, 0.556594, -0.531922], [0.073512, 1.375356, -0.651410], [1.052891, 1.850424, 0.825673], [-1.562259, 2.228490, 1.282889], [-0.801226, 1.263610, 2.379070], [-3.964614, -0.395576, 1.465986], [-3.709299, 1.090968, 0.452007], [-3.539468, 1.122014, 2.119803], [-0.583592, -3.139721, 4.499728], [0.502444, -3.131309, 3.512923], [1.742877, -3.633435, 4.006166], [0.588890, -2.125541, 2.438672], [-0.005655, -4.448922, 2.760920], [0.004073, -1.630556, 5.078142], [-0.646760, -0.503168, 4.442619], [1.342850, -1.471554, 5.684215], [-0.780341, -1.729563, 6.515342], [1.194320, -6.661369, -5.278527], [1.040090, -5.196453, -5.134547], [2.169762, -4.349146, -4.747456], [-0.360025, -4.798422, -4.844356], [1.186219, -4.937591, -6.698151], [0.843872, -7.057654, -3.630271], [-0.527909, -7.491835, -3.430397], [1.486047, -6.336528, -2.550528], [1.747539, -8.464004, -3.649604], [3.797452, 4.151612, -3.230639], [4.307299, 5.449263, -2.641184], [5.106475, 5.491284, -1.385774], [3.613885, 6.666477, -3.018574], [5.522282, 5.482332, -3.687558], [2.841824, 3.821201, -1.828684], [1.751893, 4.761944, -1.574652], [3.545899, 3.181175, -0.733416], [2.101502, 2.486781, -2.386670], [4.758733, 1.465286, 3.774820], [3.959727, 0.249533, 3.809386], [4.529851, -1.049646, 4.087298], [2.652620, 0.298808, 3.098745], [3.569903, 0.608843, 5.314113], [5.696658, 0.968025, 2.486675], [4.947599, 0.528378, 1.281663], [6.957352, 0.262430, 2.753711], [6.268726, 2.386946, 1.960090], [-2.346571, 3.848954, -4.440381], [-1.624902, 2.644886, -4.023618], [-1.992638, 1.312764, -4.479287], [-0.905189, 2.795200, -2.769838], [-0.374704, 2.893298, -4.925736], [-3.847719, 3.299491, -3.864156], [-3.854183, 2.778849, -2.458289], [-4.693324, 2.778296, -4.925100], [-4.366494, 4.806494, -3.535596]], "forces_ev_per_a": [[0.1, -0.1, 0.2], [0.0, 0.7, -0.4], [-1.5, -0.6, 1.4], [1.0, 1.5, 0.0], [0.0, -1.2, -0.7], [-0.2, -0.1, -1.1], [0.4, 0.6, -0.1], [-0.6, 0.0, 1.2], [0.2, 0.0, -0.7], [0.2, -0.2, -0.2], [-0.1, -0.4, -0.1], [0.2, 0.2, 0.6], [-0.1, -0.6, 0.3], [0.2, 0.2, -0.2], [0.1, -0.2, -0.6], [0.2, -0.3, 0.0], [-0.3, 0.4, 0.1], [0.1, 0.5, 0.0], [0.2, -0.3, -0.4], [0.1, -0.9, 2.1], [-1.2, 3.9, -0.4], [1.8, -0.6, -0.5], [-1.6, 0.6, 0.8], [0.5, -1.2, -0.7], [0.4, 0.9, 1.1], [0.3, -0.2, -0.4], [-0.9, -0.9, -0.1], [0.0, 0.3, -0.1], [-0.3, 0.1, 0.0], [0.2, 0.0, -0.2], [0.1, -0.5, -0.1], [0.1, 0.2, -0.1], [0.1, -1.2, -0.4], [0.2, 0.1, 0.0], [-0.2, -0.9, -0.3], [0.3, 0.2, -0.1], [-0.8, 0.6, -0.9], [1.1, 0.5, -0.3], [0.9, -0.4, 2.7], [-0.8, 2.3, 0.1], [-0.5, -2.0, -0.4], [-0.9, -0.8, -0.8], [-0.5, 0.3, -0.9], [0.3, -0.8, 0.7], [0.9, 0.3, 0.5], [-0.1, 0.2, 0.1], [-0.1, -0.2, 0.3], [-0.1, -0.3, -0.3], [0.3, 0.2, 0.2], [-0.1, 0.8, -0.3], [-0.1, -0.4, 0.0], [0.2, -0.5, -0.6], [0.4, -0.2, 0.2], [-0.4, 0.5, 0.2], [0.1, -0.1, 0.1], [1.6, -0.4, -0.2], [0.4, -0.4, 0.3], [0.3, 2.5, -0.2], [0.0, -1.8, -0.2], [-2.0, 0.5, -0.5], [0.2, 0.3, 0.3], [-0.8, 0.5, -0.2], [0.5, -0.7, 0.4], [-0.1, -0.3, 0.0], [0.0, -0.5, -0.3], [0.1, 0.4, -0.3], [-0.2, 0.0, -0.1], [0.8, -0.3, 0.2], [-0.5, 0.4, 0.4], [0.1, 0.7, -0.3], [0.0, -0.3, 0.0], [-0.4, -0.2, 0.1], [0.4, -0.8, -0.6], [-0.7, 0.2, -0.8], [1.8, 0.7, -1.3], [0.4, -0.6, 0.7], [-0.8, 0.6, 1.4], [-1.7, 1.5, 1.0], [0.1, -1.1, -0.7], [0.1, 0.2, -1.0], [0.2, -0.1, 0.7], [-0.3, 0.4, -0.2], [0.1, -0.1, 0.1], [-0.1, 0.3, -0.2], [0.2, -0.3, 0.4], [-0.4, 0.5, 0.0], [0.2, -0.7, 0.5], [-0.2, -0.4, 0.0], [1.1, -0.8, -0.1], [0.0, 0.2, 0.1], [-1.2, 1.3, 0.7], [-3.5, -2.2, -1.6], [4.7, 1.6, 1.3], [-0.7, 2.0, -1.1], [-0.5, -0.3, 0.4], [1.3, -0.3, 0.0], [-1.2, -1.4, 0.5], [0.7, -0.1, 0.1], [0.0, -0.6, 0.0], [-0.1, 0.0, 0.2], [0.4, 0.0, -0.3], [0.0, 0.1, 0.0], [0.7, -0.5, -0.2], [0.1, -0.2, 1.2], [-1.2, -0.9, 1.8], [0.9, 0.1, -0.8], [2.2, 2.2, -0.2], [-3.0, -1.2, 0.6], [1.6, -0.7, 0.2], [-1.4, 0.4, -0.4], [-0.1, 1.1, 0.4], [0.4, -1.1, -3.2], [0.8, -1.2, 1.2], [0.2, -0.1, 0.5], [-0.2, -0.1, 0.0], [0.2, 0.2, -0.5], [0.2, -0.2, -0.5], [-0.5, -0.5, 0.0], [-0.1, 0.1, 0.0], [-0.1, -0.1, -0.4], [0.0, 0.4, 0.6], [0.5, 0.4, 0.0], [0.0, 0.2, -0.6], [0.1, 1.0, 0.5], [-0.7, 0.5, 0.1], [0.1, 0.2, -0.2], [-0.1, -0.4, 0.0], [0.2, -0.3, -0.2], [0.3, 0.4, 0.4], [-0.5, 1.0, 0.2], [-0.5, -0.4, 0.2], [-0.1, 0.3, -0.5], [-2.2, -0.7, -2.9], [0.8, 0.9, 0.4], [0.5, -0.3, 0.3], [0.0, -0.2, 0.3], [-0.2, -1.1, 1.8], [0.9, 1.0, -0.5], [-0.1, -0.2, -0.8], [-0.3, -0.7, 0.2], [0.0, 0.4, -0.8], [0.4, 0.2, 0.3], [1.1, -0.1, 0.2], [0.1, -0.2, 0.5], [-0.1, 0.0, 0.0], [0.3, -0.4, -0.5], [0.2, 0.6, 0.6], [0.5, -0.1, -0.2], [0.1, 0.2, -0.4], [0.2, -0.3, -0.2], [-0.6, 0.3, 0.7], [-0.1, -0.1, -0.1], [-0.1, -0.4, 0.5], [1.2, 0.1, 0.4], [0.1, -1.2, -0.4], [-1.6, -0.8, -0.1], [-0.3, 0.7, 0.3], [-0.7, -0.8, 0.7], [-0.1, -1.0, -0.6], [0.8, 0.0, 0.8], [0.1, -0.9, 0.4], [-0.4, 0.4, 0.5], [-0.4, -0.1, -0.1], [0.8, 1.1, 0.0], [-0.7, 0.5, -0.5], [0.1, 0.6, 0.6], [-0.8, 0.1, -0.5], [0.3, 0.0, 0.1], [0.5, 0.9, 0.1], [0.6, -0.2, -0.4], [0.2, -0.1, 0.1], [-0.4, 1.0, 0.1], [-0.5, 0.8, -0.2], [0.0, 0.2, -0.9], [0.7, -0.5, 0.1], [0.5, -0.4, -0.5], [-0.2, -0.4, -0.6], [0.5, 0.1, 0.7], [-2.5, 4.2, 4.3], [6.4, -5.1, -9.0], [0.5, 0.8, 0.2], [-0.9, -1.1, 2.1], [-0.5, 0.3, -0.6], [0.0, 3.4, 6.9], [0.3, -1.1, 0.0], [-2.8, -0.7, -3.0], [-0.6, -0.2, -1.2], [0.2, -4.2, 4.5], [-0.4, 6.6, -3.6], [-1.7, -0.7, 1.2], [2.0, 0.7, 0.5], [-0.7, 0.3, -0.6], [0.3, -4.9, 0.3], [2.0, 0.9, -0.5], [-0.5, 0.2, -1.4], [-1.4, 1.9, -0.1], [-3.6, -3.6, 2.8], [7.0, 9.0, 0.9], [-3.1, -1.1, -2.3], [-0.2, -2.0, 0.7], [0.5, -0.1, -0.8], [-3.3, -3.4, 1.5], [2.6, -1.5, -0.7], [-0.4, 1.5, -1.3], [0.3, 1.0, -0.6], [5.7, 3.6, -4.1], [-8.4, -6.7, 4.2], [0.1, 0.9, -1.8], [2.2, 0.0, 0.8], [-1.7, 0.1, 1.0], [5.3, 1.1, -5.2], [0.5, 0.5, 3.0], [-3.3, 1.2, 0.5], [-1.0, -0.7, 1.1], [-6.5, 1.6, 0.0], [8.9, -4.3, 1.9], [-1.0, 0.6, 0.9], [-1.7, -1.2, 0.4], [1.3, 0.2, -1.9], [-2.1, 3.1, 0.6], [-0.2, 0.1, -3.2], [1.3, 0.5, 2.4], [-0.2, -1.1, -0.6]]}